The following is a DFT calculation (ωB97M-V with the def2-TZVPD basis set) of C54H40BCoN4O6 as an isolated structure in a non-equilibrium geometry.

Last column: Mulliken spin population.
Cartesian coordinates (Å):
1 Co 0.37001 0.59276 0.09740  -0.0147
2 O 2.12573 -3.85827 7.75702  0.0017
3 O 7.61126 -3.32678 -3.67848  -0.0004
4 O -1.21774 -0.98043 -1.86873  -0.0010
5 O -4.45766 2.63398 -7.16327  0.0008
6 O -5.86092 5.50072 4.44988  0.0008
7 O 0.74490 -2.12590 -1.46568  -0.0038
8 N -0.27421 0.72133 1.92392  0.1321
9 N -1.00116 1.84274 -0.50637  -0.0081
10 N 1.88142 -0.45519 0.69974  -0.0100
11 N 0.98048 0.38415 -1.86003  0.0077
12 C -2.63937 3.92373 3.61837  0.0113
13 C -1.37761 -2.28731 -2.20214  0.0009
14 C -4.22734 3.54384 1.88051  0.0206
15 C 1.97144 -3.06097 6.65416  0.0111
16 C -1.70666 2.71722 0.29757  0.0512
17 C -2.33898 3.71465 -0.49471  0.0539
18 C 1.55087 -1.60501 4.27766  0.0563
19 C 5.40894 -0.62811 -2.69450  -0.0140
20 C 4.37916 -1.28360 -2.02122  -0.0330
21 C -2.32141 -4.25790 -3.11204  0.0000
22 C 1.31646 0.85678 -4.09996  0.1383
23 C 6.51947 -2.72058 -3.12215  -0.0033
24 C 3.21767 -0.58841 -1.40686  -0.0286
25 C 1.90587 -3.25739 9.01063  0.0012
26 C 2.11986 -0.93362 1.95648  -0.0883
27 C 3.01517 -0.75869 -0.02814  0.1807
28 C -1.63329 1.84508 -4.20042  0.0190
29 C 5.49229 -3.39509 -2.47542  0.0096
30 C -0.19018 -2.98031 -1.95019  0.0069
31 C 0.41825 1.00376 -3.02645  -0.0277
32 C 3.44287 -1.46544 2.04960  0.1464
33 C -1.30445 2.20433 -1.78392  0.0885
34 C -1.36118 2.68084 -5.28019  0.0151
35 C 1.22367 -0.87427 3.03382  0.0698
36 C -0.77959 1.66413 -2.99760  0.0536
37 C -3.82356 1.39869 -5.15937  0.0076
38 C -1.93628 2.51967 1.67015  0.0304
39 C -2.93387 3.34747 2.38367  -0.0032
40 C -4.85801 4.81326 3.82275  0.0045
41 C -0.90919 0.02563 4.02228  0.0327
42 C -3.55972 2.29496 -6.18756  0.0044
43 C 2.03738 -3.69331 5.41721  -0.0063
44 C -1.33857 1.47404 2.36958  0.0793
45 C 2.32155 0.03558 -2.25036  0.1313
46 C -3.58538 4.63830 4.34223  -0.0018
47 C -2.86624 1.19076 -4.17804  0.0042
48 C -0.04977 -4.31365 -2.26253  0.0003
49 C -5.69464 5.75351 5.82563  0.0009
50 C 1.83636 -2.97530 4.25473  0.0253
51 C -2.12747 3.36594 -1.79801  0.0303
52 C -1.14557 -4.94513 -2.85369  -0.0003
53 C -5.80441 2.28714 -6.93423  -0.0001
54 C 2.47270 0.29243 -3.62274  -0.0882
55 C 7.77505 -4.70237 -3.42548  -0.0003
56 C 4.43575 -2.67292 -1.93919  -0.0144
57 C 1.76320 -1.68980 6.70152  -0.0070
58 C -2.45913 -2.90579 -2.78965  -0.0029
59 C 1.56069 -0.98039 5.52431  0.0273
60 C 0.05327 -0.10748 2.96630  -0.0462
61 C 4.00258 -1.34537 0.81611  -0.0841
62 C -2.31641 2.91063 -6.25620  -0.0011
63 C 6.46623 -1.33646 -3.23672  0.0036
64 C -1.75674 1.01919 3.66050  -0.0502
65 C -5.16975 4.26951 2.58065  -0.0035
66 B 0.14286 -0.83299 -1.46257  0.0618
67 H 2.22083 -4.76044 5.39227  0.0002
68 H -3.06133 0.51079 -3.35855  0.0022
69 H 1.87873 -3.48742 3.30169  -0.0012
70 H 5.49270 -4.47310 -2.38364  0.0007
71 H -4.76270 0.86386 -5.09943  0.0008
72 H -3.14556 -4.77910 -3.58299  0.0002
73 H -6.64548 6.14915 6.17666  0.0000
74 H 6.99994 -5.30093 -3.91429  0.0000
75 H 0.90664 -2.81507 9.07468  -0.0005
76 H -1.06445 -5.98962 -3.12841  0.0001
77 H 5.39544 0.45257 -2.76599  -0.0005
78 H -0.40533 3.18775 -5.33822  0.0006
79 H 7.27697 -0.83431 -3.74981  0.0002
80 H -4.50586 3.07743 0.94654  -0.0045
81 H -6.39626 2.86554 -7.64096  -0.0001
82 H -4.91017 6.49195 6.01914  0.0000
83 H -0.94006 -0.56633 4.92011  0.0032
84 H -2.84263 4.58568 -0.11127  0.0060
85 H -2.13149 3.59582 -7.07442  -0.0002
86 H 3.89878 -1.84080 2.95113  0.0135
87 H 3.37259 0.10744 -4.18585  -0.0026
88 H -6.11498 2.53731 -5.91599  -0.0002
89 H -3.31503 5.04961 5.30631  -0.0003
90 H -3.36562 -2.35786 -3.01045  0.0000
91 H -2.60479 1.38626 4.21322  -0.0068
92 H 1.75184 -1.15740 7.64327  -0.0006
93 H 1.13153 1.19804 -5.10612  0.0141
94 H 1.99675 -4.04855 9.75154  0.0000
95 H 4.99960 -1.61801 0.51107  -0.0062
96 H 3.62342 -3.18931 -1.44417  -0.0059
97 H -5.46038 4.83621 6.37485  -0.0004
98 H 7.76623 -4.91952 -2.35281  0.0002
99 H -1.64172 3.81274 4.02198  0.0020
100 H 0.88000 -4.83570 -2.07873  -0.0001
101 H 2.64795 -2.48255 9.22810  0.0002
102 H 8.74625 -4.97326 -3.83361  0.0000
103 H -6.17115 4.41159 2.19402  0.0005
104 H -5.98654 1.22206 -7.10976  0.0001
105 H -2.46852 3.87437 -2.68598  0.0024
106 H 1.41693 0.09064 5.57526  0.0041

Calculated values
Multiplicity ... 2
Gap between HOMO and LUMO (alpha / beta) ... 4.5 / 5.7 eV
M ... 910.68 g mol⁻¹
Charge ... -1
E_HOMO (alpha / beta) ... -0.0877 / -0.1442 Ha



The following is a DFT calculation (ωB97M-V with the def2-TZVPD basis set) of C54H42BrMgN3O8 as an isolated structure in a non-equilibrium geometry.

Last column: Mulliken charge in e.
Cartesian coordinates (Å):
1 Br -1.28605 2.54498 -7.90064  -0.2795
2 Mg -0.81324 0.66555 0.15543  2.2941
3 O -0.56860 3.68687 -2.72927  -0.8293
4 O -0.68397 6.27110 4.16246  -0.7483
5 O -0.73479 -0.83520 -0.95168  -0.7240
6 O -1.97193 6.97888 2.42866  -0.7459
7 O 2.04609 -1.97129 -1.70143  -0.3911
8 O 3.39423 -1.76462 0.11700  -0.5358
9 O 0.40079 -0.07995 1.49034  -0.8743
10 O -0.72069 1.84528 -1.46719  0.9271
11 N -3.30724 1.44286 -0.30996  -0.0126
12 N -1.70274 0.10325 3.60451  -0.2612
13 N -1.64980 2.07058 1.62852  -0.3841
14 C 2.03595 -1.59738 0.58519  0.1835
15 C -1.66895 -4.91760 -3.03658  -1.0542
16 C -0.09441 0.32265 5.85429  -0.8845
17 C 4.31147 -1.19890 -2.05144  -1.6693
18 C -1.14129 2.32568 2.84640  0.2932
19 C -0.64582 -2.99702 -1.95594  -0.0209
20 C -1.01465 2.33739 -5.06081  -0.5397
21 C 3.04792 -0.77585 4.67508  -1.0218
22 C 1.74335 -0.14457 1.13446  1.7761
23 C -1.07693 1.67776 -3.83555  0.3257
24 C -1.36401 4.70013 2.53319  -0.9369
25 C -3.43016 3.67512 -1.16665  -0.3914
26 C 3.84632 -3.55727 -1.41085  -1.8620
27 C -0.97468 -2.70653 0.53784  0.3965
28 C -1.29659 -4.43939 -4.28328  -0.6669
29 C -2.50483 -3.87355 2.59537  -0.6721
30 C -1.83024 0.34537 -6.17376  -0.7371
31 C 2.34203 2.35408 -1.77498  -0.7443
32 C -0.75410 2.47348 -2.57019  -0.8768
33 C 2.37478 3.54670 -1.08102  -0.6561
34 C -0.86234 -0.81300 5.65158  -0.7817
35 C -2.94480 2.73615 -0.26417  0.4483
36 C -0.60021 -3.23846 -4.36817  -1.2543
37 C -0.46999 -3.75593 1.30714  -0.0400
38 C -1.50472 0.35852 -3.78351  0.6033
39 C 4.86346 0.13141 3.39993  -1.0079
40 C 4.03201 0.23967 2.29260  -0.2397
41 C -1.92213 4.43187 1.29654  -1.0161
42 C -0.99688 3.62264 3.32124  -0.7877
43 C -1.22134 -4.32744 2.33040  -1.0716
44 C -1.33993 -4.20540 -1.88321  -0.4751
45 C -2.25710 -2.24781 0.83546  0.0766
46 C -0.93420 1.18192 3.78527  1.0641
47 C 2.12530 2.32254 0.97004  -0.3798
48 C 2.69056 -0.14212 2.36884  0.1377
49 C -1.33259 6.14210 3.10134  0.3290
50 C 2.22390 -0.67274 3.56004  -0.3652
51 C -0.10308 1.31733 4.89422  -0.4931
52 C -4.70167 1.93489 -2.19293  -0.5840
53 C -1.88730 -0.30012 -4.94520  -1.1096
54 C -0.28704 -2.52588 -3.22124  -0.3407
55 C -0.28382 -2.10270 -0.71676  2.0421
56 C 4.37208 -0.36249 4.60463  -0.6542
57 C 2.14923 1.14509 -1.10801  0.3972
58 C -1.38446 1.65748 -6.20423  -0.0159
59 C 1.25593 -2.27826 -0.54288  -1.9198
60 C -4.16387 1.06822 -1.25753  -0.1668
61 C -2.08513 3.11427 0.89730  1.1146
62 C -1.63036 -0.87861 4.49612  -0.0864
63 C -4.30988 3.26282 -2.14922  -0.6872
64 C -3.01826 -2.82551 1.84111  -0.8553
65 C 3.38327 -2.10629 -1.26342  1.4695
66 C 2.07977 1.09994 0.27690  0.2501
67 C 2.24330 3.53074 0.30530  -0.9925
68 H 5.90526 0.42771 3.32029  0.4039
69 H 2.04226 2.31476 2.05063  0.4839
70 H 5.02041 -0.43250 5.47030  0.3745
71 H -0.64021 3.82983 4.32147  0.5776
72 H 2.41251 2.36107 -2.85681  0.2989
73 H 4.11123 -1.30585 -3.12039  0.2432
74 H 2.65191 -1.18185 5.60071  0.4563
75 H -5.38579 1.57191 -2.94992  0.4203
76 H -4.67655 3.97168 -2.88218  0.4028
77 H 5.34588 -1.48112 -1.84471  0.4542
78 H -0.31181 -2.84694 -5.33743  0.4788
79 H 0.51436 0.42676 6.74360  0.3892
80 H 3.87537 -3.83501 -2.46777  0.3273
81 H 0.52978 2.18750 5.00711  0.3392
82 H 4.84078 -3.66256 -0.97292  0.4448
83 H 1.38188 -3.35437 -0.38159  0.9382
84 H 3.16325 -4.22814 -0.88669  0.3728
85 H -4.44740 0.01884 -1.25222  0.2861
86 H -1.55529 -4.98940 -5.18225  0.3738
87 H -4.01805 -2.45455 2.03431  0.2927
88 H -1.48361 -0.14612 -2.82189  0.1188
89 H 0.51513 -4.16113 1.10926  0.3291
90 H -2.21948 -5.84857 -2.95170  0.4166
91 H 4.42790 0.61345 1.35636  0.3989
92 H -2.22999 -1.75966 4.28298  0.4267
93 H -2.22084 -1.33070 -4.90256  0.7284
94 H 4.16339 -0.16462 -1.76278  0.3105
95 H 1.19359 -1.01352 3.59126  0.3740
96 H 1.91589 -2.21832 1.47245  1.0936
97 H 0.23129 -1.57948 -3.28819  0.7075
98 H -2.25609 5.27130 0.70237  0.5234
99 H 2.21853 4.45835 0.86684  0.4113
100 H -2.11043 -0.16260 -7.08740  0.4176
101 H -2.64993 -1.42139 0.25491  0.1549
102 H 2.45596 4.48641 -1.61445  0.3916
103 H -1.63837 -4.60285 -0.92118  0.4224
104 H -0.68925 3.36797 -5.08136  0.5647
105 H -3.09734 4.70128 -1.12243  0.4098
106 H 2.00047 0.24321 -1.68164  0.0196
107 H -3.09496 -4.32828 3.38311  0.3158
108 H -0.80116 -5.14455 2.90639  0.4204
109 H -0.87542 -1.62134 6.37314  0.4022

Calculated values
Gap between HOMO and LUMO ... 7.1 eV
M ... 965.15 g mol⁻¹
Charge ... -2
E_HOMO ... -0.1269 Ha



Q: Look up the M of the first one.
A: 910.68 g mol⁻¹



Q: The highest charge belongs to which entry?
A: C54H40BCoN4O6



Q: charge of number 2 (C54H42BrMgN3O8)?
A: -2